{"formula": "C7H6O3P", "method": "ωB97M-V/def2-TZVPD", "symbols": ["O", "P", "O", "O", "C", "C", "C", "C", "C", "C", "C", "H", "H", "H", "H", "H", "H"], "coordinates": [[-4.388, -1.103, -2.663], [-3.452, -0.961, -1.547], [-3.755, -0.367, -0.277], [-2.387, -2.356, -1.422], [-1.712, -1.245, -1.957], [-0.599, -0.717, -0.751], [-0.674, 0.659, -0.537], [0.067, 1.231, 0.488], [0.883, 0.431, 1.300], [0.954, -0.951, 0.991], [0.188, -1.577, 0.015], [-1.155, -1.507, -2.846], [-1.170, 1.397, -1.129], [-0.192, 2.250, 0.697], [1.633, 0.797, 2.015], [1.723, -1.566, 1.432], [0.144, -2.615, -0.086]], "nbo_charge": [-1.136, 2.327, -1.125, -0.818, -0.309, 0.026, -0.223, -0.212, -0.260, -0.206, -0.249, 0.173, 0.211, 0.196, 0.200, 0.187, 0.217], "smiles": "O=[P@@]1([O-])O[C@@H]1c1ccccc1", "total_charge": -1, "homo_ev": -4.753}

---

{"formula": "C49H111N5O9", "method": "ωB97M-V/def2-TZVPD", "symbols": ["C", "C", "C", "C", "C", "C", "C", "C", "C", "N", "O", "H", "H", "H", "H", "H", "H", "H", "H", "H", "H", "H", "H", "H", "H", "H", "H", "H", "H", "H", "C", "C", "C", "C", "C", "C", "C", "C", "C", "N", "O", "H", "H", "H", "H", "H", "H", "H", "H", "H", "H", "H", "H", "H", "H", "H", "H", "H", "H", "H", "C", "C", "C", "C", "C", "C", "C", "C", "C", "N", "O", "H", "H", "H", "H", "H", "H", "H", "H", "H", "H", "H", "H", "H", "H", "H", "H", "H", "H", "H", "C", "C", "C", "C", "C", "C", "C", "C", "C", "N", "O", "H", "H", "H", "H", "H", "H", "H", "H", "H", "H", "H", "H", "H", "H", "H", "H", "H", "H", "H", "C", "C", "C", "C", "C", "C", "C", "C", "C", "N", "O", "H", "H", "H", "H", "H", "H", "H", "H", "H", "H", "H", "H", "H", "H", "H", "H", "H", "H", "H", "C", "C", "O", "H", "H", "H", "H", "H", "H", "C", "C", "O", "H", "H", "H", "H", "H", "H", "O", "H", "H", "O", "H", "H"], "coordinates": [[17.972, 11.636, -16.053], [18.736, 10.455, -16.626], [17.874, 9.162, -16.305], [18.783, 10.687, -18.101], [19.681, 9.772, -18.984], [21.071, 10.048, -18.473], [21.271, 9.901, -16.959], [21.502, 8.371, -16.808], [22.536, 10.635, -16.493], [20.124, 10.406, -16.138], [20.226, 10.291, -14.791], [16.910, 11.691, -16.293], [18.022, 11.614, -14.964], [18.344, 12.586, -16.436], [17.798, 8.969, -15.235], [16.846, 9.372, -16.603], [18.376, 8.240, -16.594], [17.795, 10.579, -18.550], [19.148, 11.712, -18.152], [19.581, 8.689, -18.907], [19.665, 10.009, -20.048], [21.574, 10.926, -18.877], [21.777, 9.328, -18.885], [21.752, 8.119, -15.778], [22.180, 7.818, -17.458], [20.490, 7.982, -16.913], [23.453, 10.174, -16.858], [22.718, 10.627, -15.418], [22.469, 11.679, -16.799], [20.275, 11.209, -14.514], [18.310, 1.962, -20.851], [17.968, 2.794, -22.052], [16.418, 2.895, -22.236], [18.556, 4.199, -21.782], [18.614, 4.975, -23.063], [19.528, 4.318, -24.089], [19.006, 2.886, -24.496], [17.753, 3.031, -25.458], [20.247, 2.217, -25.301], [18.641, 2.152, -23.268], [18.262, 0.780, -23.505], [19.393, 2.040, -20.763], [17.876, 2.275, -19.901], [17.951, 0.935, -20.927], [15.890, 3.042, -21.294], [16.187, 3.681, -22.955], [16.135, 1.939, -22.675], [17.828, 4.714, -21.154], [19.561, 4.233, -21.361], [17.631, 5.204, -23.475], [19.055, 5.940, -22.816], [20.515, 4.232, -23.634], [19.743, 4.873, -25.001], [17.507, 2.111, -25.988], [17.808, 3.850, -26.175], [16.808, 3.159, -24.930], [20.609, 2.706, -26.206], [19.918, 1.273, -25.734], [21.049, 1.997, -24.597], [17.426, 0.911, -23.959], [16.357, 14.924, -27.635], [16.897, 15.609, -26.309], [18.339, 16.354, -26.481], [15.894, 16.702, -25.829], [15.962, 17.029, -24.335], [15.768, 15.782, -23.595], [16.852, 14.665, -23.816], [18.160, 15.028, -23.037], [16.310, 13.330, -23.239], [17.086, 14.528, -25.298], [17.991, 13.554, -25.755], [17.135, 14.533, -28.291], [15.505, 14.264, -27.470], [15.865, 15.637, -28.296], [18.353, 17.135, -27.242], [18.794, 16.750, -25.574], [19.016, 15.577, -26.837], [16.214, 17.665, -26.225], [14.894, 16.745, -26.261], [16.935, 17.469, -24.115], [15.239, 17.768, -23.988], [14.771, 15.365, -23.741], [15.850, 16.011, -22.533], [18.904, 14.241, -23.158], [18.027, 15.081, -21.957], [18.523, 16.020, -23.308], [16.087, 13.438, -22.178], [17.132, 12.626, -23.370], [15.403, 12.938, -23.700], [17.549, 13.108, -26.481], [23.832, 8.347, -22.217], [23.132, 7.088, -22.792], [22.213, 7.529, -23.935], [24.120, 6.084, -23.444], [25.002, 5.319, -22.510], [24.207, 4.728, -21.353], [23.148, 5.582, -20.623], [22.199, 4.678, -19.896], [23.893, 6.398, -19.531], [22.456, 6.407, -21.639], [21.335, 7.082, -21.143], [24.640, 7.927, -21.618], [23.222, 8.924, -21.522], [24.409, 9.018, -22.854], [21.614, 8.362, -23.569], [21.571, 6.680, -24.170], [22.807, 7.780, -24.813], [23.417, 5.365, -23.863], [24.707, 6.694, -24.131], [25.901, 5.898, -22.299], [25.414, 4.497, -23.095], [25.011, 4.534, -20.643], [23.789, 3.732, -21.498], [21.570, 5.230, -19.198], [21.538, 4.169, -20.597], [22.704, 3.860, -19.381], [23.929, 5.881, -18.573], [24.861, 6.811, -19.816], [23.257, 7.231, -19.231], [20.669, 6.394, -21.214], [21.005, 13.123, -27.832], [21.769, 12.174, -26.792], [20.742, 11.311, -25.955], [22.544, 11.164, -27.664], [23.588, 10.406, -26.742], [24.521, 11.419, -26.026], [23.733, 12.408, -25.102], [23.258, 11.768, -23.733], [24.683, 13.539, -24.746], [22.638, 13.000, -25.964], [22.056, 14.175, -25.493], [21.547, 13.991, -28.207], [20.413, 12.548, -28.544], [20.256, 13.717, -27.309], [20.263, 11.938, -25.203], [19.964, 10.955, -26.631], [21.240, 10.580, -25.318], [21.890, 10.430, -28.135], [23.259, 11.516, -28.407], [23.103, 9.772, -26.000], [24.218, 9.742, -27.335], [25.051, 11.988, -26.790], [25.280, 10.950, -25.400], [22.865, 10.755, -23.821], [22.459, 12.458, -23.463], [23.974, 11.794, -22.912], [25.418, 13.091, -24.077], [24.189, 14.330, -24.182], [25.188, 13.912, -25.637], [21.413, 13.741, -24.927], [18.669, 9.349, -22.948], [17.611, 9.204, -24.063], [18.157, 8.286, -24.925], [19.034, 8.372, -22.631], [18.298, 9.911, -22.090], [19.479, 9.936, -23.381], [17.477, 10.148, -24.591], [16.619, 8.858, -23.772], [18.551, 8.829, -25.611], [20.382, 7.437, -28.628], [19.628, 6.413, -27.736], [18.171, 6.446, -27.805], [21.435, 7.159, -28.664], [20.311, 8.423, -28.168], [19.939, 7.503, -29.622], [19.955, 6.525, -26.703], [19.689, 5.428, -28.200], [17.885, 6.289, -26.901], [16.960, 9.116, -28.381], [17.532, 8.370, -28.201], [16.129, 8.887, -27.964], [16.611, 6.192, -25.535], [15.709, 6.029, -25.257], [16.820, 7.055, -25.178]], "lowdin_charge": [-0.047, -0.515, -0.014, -0.141, -0.142, -0.176, -0.461, -0.026, -0.035, -0.130, 0.004, 0.087, 0.082, 0.083, 0.071, 0.078, 0.065, 0.121, 0.120, 0.109, 0.097, 0.118, 0.094, 0.082, 0.062, 0.064, 0.085, 0.075, 0.081, 0.106, -0.052, -0.478, -0.017, -0.136, -0.196, -0.123, -0.418, -0.021, -0.019, -0.090, -0.006, 0.085, 0.087, 0.083, 0.086, 0.060, 0.074, 0.129, 0.093, 0.091, 0.089, 0.106, 0.098, 0.072, 0.067, 0.056, 0.071, 0.062, 0.075, 0.068, -0.028, -0.399, -0.006, -0.140, -0.205, -0.165, -0.449, -0.027, -0.039, -0.122, -0.033, 0.075, 0.085, 0.071, 0.073, 0.067, 0.046, 0.104, 0.114, 0.108, 0.119, 0.124, 0.118, 0.071, 0.077, 0.068, 0.082, 0.060, 0.082, 0.087, -0.024, -0.475, -0.027, -0.145, -0.186, -0.124, -0.497, -0.045, -0.034, -0.096, -0.012, 0.058, 0.084, 0.073, 0.068, 0.072, 0.078, 0.122, 0.126, 0.112, 0.113, 0.115, 0.117, 0.090, 0.068, 0.098, 0.083, 0.077, 0.051, 0.072, -0.014, -0.452, -0.017, -0.117, -0.168, -0.122, -0.464, -0.014, -0.051, -0.133, 0.006, 0.087, 0.082, 0.034, 0.063, 0.081, 0.052, 0.101, 0.116, 0.068, 0.102, 0.111, 0.115, 0.047, 0.073, 0.078, 0.081, 0.083, 0.088, 0.076, -0.050, -0.306, -0.100, 0.060, 0.063, 0.062, 0.112, 0.116, 0.092, -0.066, -0.262, -0.117, 0.074, 0.048, 0.080, 0.096, 0.109, 0.011, -0.059, -0.020, 0.027, -0.041, 0.063, 0.002], "smiles": "CC1(C)CCCC(C)(C)N1O.CC1(C)CCCC(C)(C)N1O.CC1(C)CCCC(C)(C)N1O.CC1(C)CCCC(C)(C)N1O.CC1(C)CCCC(C)(C)N1O.CCO.CCO.O.O", "homo_ev": -7.828}

---

{"formula": "C4H5N3O", "method": "ωB97M-V/def2-TZVPD", "symbols": ["C", "C", "C", "C", "H", "H", "H", "H", "H", "N", "N", "N", "O"], "coordinates": [[1.140, 0.322, -0.025], [0.516, 1.723, 0.031], [-0.867, 1.626, -0.262], [-1.145, -0.003, -0.013], [1.173, -2.217, 0.759], [3.192, 0.210, -0.170], [1.104, 2.719, 0.058], [-1.602, 2.367, -0.049], [-3.166, -0.307, -0.186], [0.092, -0.546, 0.163], [2.330, -0.309, 0.169], [-2.301, -0.568, 0.314], [0.074, -1.852, -0.414]], "nbo_charge": [0.395, -0.264, -0.199, 0.438, 0.475, 0.369, 0.248, 0.226, 0.371, -0.221, -0.711, -0.660, -0.467], "homo_ev": -8.827}

---

{"formula": "C4H10N2", "method": "ωB97M-V/def2-TZVPD", "symbols": ["C", "C", "C", "C", "N", "N", "H", "H", "H", "H", "H", "H", "H", "H", "H", "H"], "coordinates": [[1.173, 0.738, 0.831], [0.791, 0.613, -0.692], [-0.389, -0.449, -0.856], [-1.704, -0.164, -1.146], [0.023, -1.667, -0.323], [-0.129, 0.992, 1.593], [1.488, -0.259, 1.377], [1.789, 1.536, 1.356], [1.479, 0.013, -1.251], [0.642, 1.625, -1.130], [-2.506, -0.884, -0.997], [-1.747, 0.894, -1.235], [0.882, -2.097, -0.708], [-0.692, -2.290, -0.357], [-0.100, 0.585, 2.480], [-1.000, 0.815, 1.058]], "mulliken_spin": [0.435, 0.172, -0.076, 1.572, 0.181, 0.412, 0.061, -0.354, -0.213, 0.002, -0.560, -0.317, 0.023, -0.082, -0.128, -0.127], "multiplicity": 2, "s2": 0.7537, "total_charge": -1, "homo_ev": [1.767, -3.760]}

---

{"formula": "C4H19N2O6", "method": "ωB97M-V/def2-TZVPD", "symbols": ["C", "N", "C", "O", "C", "N", "C", "O", "H", "H", "H", "H", "H", "H", "H", "H", "H", "H", "H", "H", "H", "O", "H", "H", "O", "H", "H", "O", "H", "H", "O"], "coordinates": [[-0.641, -0.058, -0.108], [-0.983, 0.638, -1.329], [-1.913, 1.688, -0.876], [-3.133, 0.960, -0.423], [0.850, -0.629, -0.065], [2.046, 0.325, 0.232], [1.694, 1.452, 1.130], [1.534, 0.911, 2.406], [-0.896, 0.651, 0.752], [-1.249, -0.878, 0.069], [-0.210, 0.914, -1.948], [-1.561, 2.195, 0.128], [-2.271, 2.450, -1.719], [-2.958, 0.105, -0.818], [1.189, -1.054, -0.926], [0.893, -1.494, 0.632], [2.829, -0.175, 0.646], [0.651, 1.936, 0.907], [2.531, 2.263, 1.293], [-2.578, -1.324, 2.374], [-1.064, -1.829, 2.261], [-2.090, -2.027, 2.293], [2.254, 1.817, -2.388], [2.352, 0.347, -1.805], [2.434, 0.920, -2.567], [-1.007, -2.374, -1.907], [-0.409, -1.931, -3.256], [-0.840, -2.676, -2.817], [1.173, -1.682, 2.889], [0.962, -0.140, 2.418], [0.414, -1.301, 2.524]], "nbo_charge": [-0.254, -0.695, 0.081, -0.751, -0.260, -0.720, 0.097, -0.879, 0.207, 0.203, 0.397, 0.158, 0.166, 0.470, 0.163, 0.256, 0.368, 0.129, 0.144, 0.441, 0.523, -1.025, 0.468, 0.506, -0.989, 0.480, 0.472, -0.950, 0.446, 0.494, -1.144], "total_charge": -1, "homo_ev": -4.765}

---

{"formula": "C14H31N8O3PY", "method": "ωB97M-V/def2-TZVPD", "symbols": ["Y", "N", "C", "C", "C", "C", "N", "C", "N", "N", "C", "O", "O", "H", "H", "H", "H", "H", "H", "H", "H", "H", "H", "H", "H", "H", "H", "C", "N", "C", "N", "C", "N", "C", "P", "C", "C", "H", "H", "H", "H", "H", "H", "H", "H", "H", "H", "H", "H", "C", "C", "N", "O", "H", "H", "H", "H", "H"], "coordinates": [[-0.068, 1.792, -1.163], [-0.403, 1.350, 1.254], [-0.510, -0.155, 1.269], [-0.920, -0.785, 2.593], [-2.245, -0.371, 3.238], [-3.517, -0.832, 2.525], [-3.580, -2.278, 2.301], [-4.124, -3.180, 3.119], [-4.138, -4.464, 2.766], [-4.639, -2.817, 4.291], [-1.345, -0.612, 0.072], [-2.129, -1.512, 0.150], [-1.076, 0.075, -1.053], [0.305, 1.630, 1.928], [-1.264, 1.742, 1.623], [0.498, -0.523, 1.054], [-0.115, -0.600, 3.310], [-0.923, -1.864, 2.428], [-2.311, 0.712, 3.388], [-2.234, -0.791, 4.247], [-3.605, -0.385, 1.537], [-4.396, -0.496, 3.073], [-3.180, -2.602, 1.434], [-3.811, -4.762, 1.863], [-4.564, -5.164, 3.350], [-4.687, -1.856, 4.576], [-5.099, -3.490, 4.883], [5.600, 0.876, -1.265], [4.733, 0.218, -0.269], [4.529, -1.181, -0.671], [3.978, -1.327, -2.022], [4.863, -0.631, -2.971], [5.072, 0.780, -2.628], [3.897, 1.583, -2.832], [2.500, 0.974, -1.703], [3.487, 0.924, -0.081], [2.612, -0.872, -2.115], [6.571, 0.388, -1.241], [5.736, 1.923, -0.996], [3.869, -1.672, 0.045], [5.492, -1.682, -0.643], [4.453, -0.708, -3.977], [5.830, -1.129, -2.958], [3.546, 1.509, -3.859], [4.090, 2.630, -2.607], [2.897, 0.420, 0.689], [3.679, 1.944, 0.250], [2.231, -1.019, -3.123], [1.976, -1.435, -1.432], [-3.484, 2.294, -2.461], [-2.539, 3.450, -2.477], [-2.919, 4.585, -2.984], [-1.346, 3.339, -1.998], [-4.439, 2.532, -2.922], [-3.662, 1.992, -1.429], [-3.044, 1.450, -2.991], [-3.841, 4.704, -3.378], [-2.288, 5.376, -3.009]], "nbo_charge": [2.260, -0.935, -0.164, -0.427, -0.424, -0.224, -0.579, 0.681, -0.751, -0.759, 0.799, -0.570, -0.924, 0.419, 0.405, 0.234, 0.242, 0.247, 0.213, 0.242, 0.220, 0.220, 0.444, 0.429, 0.435, 0.424, 0.436, -0.082, -0.427, -0.080, -0.427, -0.082, -0.423, -0.421, 0.347, -0.445, -0.438, 0.235, 0.214, 0.199, 0.236, 0.216, 0.235, 0.244, 0.242, 0.208, 0.237, 0.243, 0.223, -0.713, 0.728, -0.678, -0.859, 0.268, 0.251, 0.268, 0.443, 0.443], "total_charge": 3, "homo_ev": -15.726}

---

Relative energy (zero: lowest compared OMol25 entry of this formula, charge and spin) (eV)
0.7763; 3.3535; 8.9486; 2.0910; 3.1921; 0.2916
Maximum force (eV/A)
4.79; 3.44; 6.75; 3.90; 8.56; 1.55
Total energy (eV)
-22789.3226; -78480.6341; -10738.6661; -7286.3694; -19719.7125; -43396.6701